Entry P
The following is a quantum chemistry calculation of a single C5H9ClO2 molecule, from the OMol25 dataset.

Results
Lowest unoccupied orbital energy ... 0.88 eV
Structure (SMILES) ... CO/C=C(/CCl)OC
Kohn-Sham gap ... 9.82 eV

The geometry in XYZ format:
```
17
C5H9ClO2, DFT ωB97M-V/def2-TZVPD
Cl 3.1075 -0.4682 0.5669
O 0.8874 1.3241 -0.4655
O -1.6029 -0.2193 -0.4130
C 0.0300 2.1276 0.3328
C 2.0261 -0.6224 -0.8249
C -2.0668 -1.0338 0.7856
C -0.2874 -0.7321 -0.7064
C 0.7449 0.0307 -0.6365
H -1.5143 -0.6552 1.7307
H -3.2063 -1.0387 0.8738
H -1.6392 -2.1112 0.7223
H 0.5728 3.0933 0.3672
H -0.1112 1.8042 1.3571
H -0.8946 2.0487 -0.0636
H -0.4184 -1.7142 -1.0489
H 2.6254 -0.1627 -1.7822
H 1.7470 -1.6709 -0.7954
```

Mulliken atomic charge list, values in e, 5 entries:
1. Cl -0.20
2. O -0.36
3. O -0.40
4. C -0.79
5. C -0.48

Entry Q
The following is a quantum chemistry calculation of 2 unconnected molecules or ions with the total composition C5H9ClO2, from the OMol25 dataset.

Results
Lowest unoccupied orbital energy ... 0.68 eV
Structure (SMILES) ... C/C(O)=C/Cl.C=CO
Kohn-Sham gap ... 9.34 eV

The geometry in XYZ format:
```
17
C5H9ClO2, DFT ωB97M-V/def2-TZVPD
Cl 1.8578 -2.2683 0.9361
O 2.1658 -0.0866 -1.1546
O -1.1788 0.0482 -0.3785
C 1.7060 -0.4938 1.1597
C -2.0497 -0.9558 -0.2335
C 1.7498 1.7613 0.2176
C 1.8670 0.2778 0.0762
C -3.4024 -0.8317 -0.4046
H -4.1569 -1.6082 -0.2506
H 1.3055 -0.2320 2.1177
H -3.8973 0.0129 -0.9291
H -1.4917 -1.8249 0.2308
H -1.6198 0.9523 -0.7250
H 2.6780 2.2428 -0.0778
H 1.3176 1.9969 1.2475
H 0.8931 2.1308 -0.5951
H 2.2560 -1.1217 -1.2369
```

Mulliken atomic charge list, values in e, 5 entries:
1. Cl -0.28
2. O -0.51
3. O -0.44
4. C -0.25
5. C 0.45

Going by the energies, entry Q is most stable and the next is 84.5 kJ/mol up.

Entry P
The following is a quantum chemistry calculation of 2 unconnected molecules or ions with the total composition CH4S2, from the OMol25 dataset.

Results
Lowest unoccupied orbital energy ... -0.64 eV
Structure (SMILES) ... C=S.S
Kohn-Sham gap ... 8.38 eV

The geometry in XYZ format:
```
7
CH4S2, DFT ωB97M-V/def2-TZVPD
S 0.0164 -1.7168 -2.4181
S -0.5699 0.4905 0.3464
C -0.0658 1.0089 1.8067
H -0.0909 0.2456 2.5534
H 0.2026 1.9875 1.8022
H -0.7321 -0.8084 -1.9190
H 1.2397 -1.2074 -2.1717
```

Mulliken atomic charge list, values in e, 5 entries:
1. S -0.22
2. S -0.14
3. C -0.43
4. H 0.28
5. H 0.32

Entry Q
The following is a quantum chemistry calculation of a single CH4S2 molecule, from the OMol25 dataset.

Results
Lowest unoccupied orbital energy ... 0.70 eV
Structure (SMILES) ... SCS
Kohn-Sham gap ... 9.94 eV

The geometry in XYZ format:
```
7
CH4S2, DFT ωB97M-V/def2-TZVPD
S -1.0125 1.1196 0.2155
S 1.7199 -0.1975 -0.3348
C -0.0949 -0.4377 -0.0091
H -0.3094 -1.2055 0.7805
H -0.4419 -0.7455 -0.9843
H -1.4817 0.5009 1.2572
H 1.6204 0.9658 -0.9250
```

Mulliken atomic charge list, values in e, 5 entries:
1. S -0.15
2. S -0.18
3. C -0.54
4. H 0.31
5. H 0.33

Going by the energies, entry Q is most stable and the next is 88.8 kJ/mol up.

Entry P
The following is a quantum chemistry calculation of a molecular structure, C2HBr2ClO, from the OMol25 dataset.

Results
Lowest unoccupied orbital energy ... -1.19 eV
Kohn-Sham gap ... 7.99 eV

The geometry in XYZ format:
```
7
C2HBr2ClO, DFT ωB97M-V/def2-TZVPD
Br 2.7527 1.7971 0.0791
Br 2.3895 -1.2630 0.2037
Cl -0.5506 0.3074 -1.1219
O -2.0361 -1.4458 0.0433
C 1.8400 0.3757 0.8262
C -1.8786 -0.2989 -0.1871
H -2.5169 0.5276 0.1568
```

Mulliken atomic charge list, values in e, 5 entries:
1. Br 0.03
2. Br 0.06
3. Cl -0.12
4. O -0.34
5. C -0.11

Entry Q
The following is a quantum chemistry calculation of a molecular structure, C2HBr2ClO, from the OMol25 dataset.

Results
Lowest unoccupied orbital energy (alpha / beta) ... -0.53 / -0.81 eV
Kohn-Sham gap (alpha / beta) ... 8.19 / 7.38 eV

The geometry in XYZ format:
```
7
C2HBr2ClO, DFT ωB97M-V/def2-TZVPD
Br 2.1006 0.0320 0.2825
Br -0.1735 -1.4670 1.9531
Cl 0.1104 2.2781 -0.4944
O -1.8931 0.7151 -1.1001
C -0.8988 0.9137 -0.5340
C 0.5912 -1.0053 0.3864
H 0.1633 -1.4667 -0.4935
```

Mulliken atomic charge list, values in e, 5 entries:
1. Br 0.00
2. Br 0.02
3. Cl -0.10
4. O -0.31
5. C 0.37

Going by the energies, entry P is most stable and the next is 5.6 kJ/mol up.

Entry P
The following is a quantum chemistry calculation of 14 unconnected molecules or ions with the total composition C5H39NO14, from the OMol25 dataset.

Results
Lowest unoccupied orbital energy ... -0.01 eV
Kohn-Sham gap ... 9.19 eV

The geometry in XYZ format:
```
59
C5H39NO14, DFT ωB97M-V/def2-TZVPD
O 2.2132 2.4311 -0.5500
O 2.9053 -2.4761 -1.0674
O 1.5821 -1.8220 1.7008
O 0.1896 -2.6928 -1.9716
O -1.1612 -1.4387 2.3751
O 1.0293 4.9458 -1.1786
O -0.0605 -3.4997 0.6075
O 2.4471 1.2028 -2.9318
O 0.1231 -0.1115 4.1453
O 2.0623 1.9704 3.5934
O -3.6145 -2.2775 1.4583
O 0.2150 0.1131 -3.5383
O -2.5577 -2.6334 -1.0069
O 3.5487 0.0948 1.8681
N -1.7157 0.5054 -2.2105
C -1.0318 0.8700 -3.4215
C -1.2569 1.1769 -1.0098
C -2.6249 2.2237 1.0301
C -2.5996 1.6903 -0.3668
C -0.4170 0.3147 -0.0079
H -0.7013 -3.2522 -0.1303
H 1.2505 -2.1479 0.8577
H 0.3258 -4.2409 0.1211
H 4.3648 -0.3332 2.1870
H -0.3069 0.8439 0.9334
H 2.0114 2.4242 2.6983
H 1.5864 4.5686 -0.4774
H -2.6082 -1.7809 -1.4428
H -1.5894 0.7265 -4.3214
H 2.7871 1.4301 3.2717
H 0.6639 -2.2824 -1.2498
H 3.2792 -1.9297 -0.3748
H -2.1689 3.2231 1.1197
H -0.5327 2.0644 -1.3218
H -0.4467 -1.5687 3.0050
H 2.4128 1.9746 -1.3883
H -3.0111 2.4859 -1.0919
H 0.6758 0.5899 3.7706
H 2.9428 -0.6271 1.5905
H -1.0082 -0.5501 0.3576
H 3.5172 -2.5295 -1.8047
H -2.7167 -2.4379 1.7623
H -1.6541 -0.6839 2.7101
H -3.4882 1.1020 -0.6186
H 0.2961 -0.1551 5.0860
H -0.1018 -0.7714 -3.2772
H -4.0437 -1.5308 1.8685
H 0.6853 -3.3739 -2.4191
H 0.5030 -0.1811 -0.3048
H -3.5950 2.2265 1.5450
H -1.8949 -0.4418 -1.9813
H -1.8780 1.7066 1.6948
H 1.0421 -2.2639 2.3537
H 1.6330 0.8503 -3.4130
H 1.9910 1.6806 0.0051
H 3.1840 1.0804 -3.5339
H 1.0469 4.2302 -1.8249
H -0.6762 1.8915 -3.3099
H -3.0530 -2.6047 -0.1695
```

Mulliken atomic charge list, values in e, 5 entries:
1. O -0.53
2. O -0.55
3. O -0.66
4. O -0.53
5. O -0.46

Entry Q
The following is a quantum chemistry calculation of 15 unconnected molecules or ions with the total composition C5H39NO14, from the OMol25 dataset.

Results
Lowest unoccupied orbital energy ... 0.17 eV
Kohn-Sham gap ... 9.30 eV

The geometry in XYZ format:
```
59
C5H39NO14, DFT ωB97M-V/def2-TZVPD
O 3.4023 -1.4083 -1.2184
O -1.6568 0.5658 3.2551
O 3.4176 1.6863 -0.9643
O -3.4179 2.4307 -0.4527
O -3.7508 -1.1003 0.4338
O -0.5218 0.2209 -4.2106
O 3.5799 0.5377 1.5599
O -2.3728 -2.6184 1.9809
O 1.4926 -1.9023 2.9422
O -1.1631 -2.2553 -2.9880
O -2.4274 3.2280 2.0381
O 2.4454 -0.2769 -3.4148
O -0.1169 -3.5279 1.3690
O -0.8788 -1.9321 4.1765
N 0.5900 -1.5579 -0.9042
C 0.5421 -0.2079 -0.1888
C -0.4203 0.7118 -0.9349
C 0.5461 2.6643 0.3773
C 0.6407 2.7649 -2.0319
C 0.1589 2.1156 -0.9794
H -3.0591 -3.2529 2.2090
H 0.6833 -3.0518 1.6646
H 2.5834 0.6706 -3.5019
H -1.4369 -2.2793 3.4232
H -3.0263 3.2482 -0.7880
H -2.8130 -1.2894 0.4973
H 1.1935 3.5440 0.2822
H 0.1861 -4.4350 1.2483
H 2.0135 -1.5561 3.6719
H 3.1641 -0.3320 1.4849
H -2.3202 4.1641 1.8526
H -0.2460 2.9462 1.0645
H 3.9321 2.0769 -1.6716
H -2.0386 -2.6222 -2.8204
H 3.1996 -1.5531 -2.1501
H 3.2573 -0.4486 -1.1835
H 3.3462 2.1771 -0.1378
H 1.2404 3.6654 -2.1465
H -1.3543 0.2498 -4.6807
H -2.4001 1.1651 3.3934
H -3.1198 1.7983 -1.1265
H -0.3818 -0.6527 -3.8381
H 0.2687 2.4869 -3.0476
H -0.6668 0.3179 -1.9190
H -1.3343 0.8143 -0.2887
H 0.5692 -1.9637 3.2961
H 0.5777 -2.2596 -0.1634
H 3.7863 0.7607 0.6383
H -0.0061 -0.4907 0.7622
H -0.7530 -1.9860 -2.1175
H -4.0511 -1.3850 1.3054
H 1.6639 -0.4910 -3.9353
H 1.5841 0.0607 -0.0468
H 1.2621 1.9740 0.8588
H -3.0742 2.8345 1.4475
H -1.0037 -0.9740 4.2608
H 1.4476 -1.6896 -1.4558
H -1.3316 0.6943 2.3634
H -1.6314 -3.0751 1.4496
```

Mulliken atomic charge list, values in e, 5 entries:
1. O -0.72
2. O -0.65
3. O -0.62
4. O -0.65
5. O -0.67

Going by the energies, entry Q is most stable and the next is 12.1 kJ/mol up.

Entry P
The following is a quantum chemistry calculation of a molecular structure, C3H5Br2NO, from the OMol25 dataset.

Results
Lowest unoccupied orbital energy (alpha / beta) ... 0.39 / -1.85 eV
Kohn-Sham gap (alpha / beta) ... 5.74 / 8.46 eV
2S+1 ... 3

The geometry in XYZ format:
```
12
C3H5Br2NO, DFT ωB97M-V/def2-TZVPD
Br -1.3248 -2.0097 -0.4722
Br 0.5559 -1.0203 1.9461
O -0.4014 1.5578 -1.1335
N -1.4691 1.2358 0.9548
C -0.6899 1.0910 -0.0660
C 0.2252 -0.8687 0.1274
C 1.3915 -0.8176 -0.8500
H 1.7371 -1.7174 -1.2253
H 2.1652 -0.3417 -0.3234
H 1.0546 -0.3391 -1.7228
H -1.9982 2.1866 0.8746
H -1.2461 1.0433 1.8903
```

Mulliken atomic charge list, values in e, 5 entries:
1. Br -0.10
2. Br -0.08
3. O -0.41
4. N -0.28
5. C 0.24

Entry Q
The following is a quantum chemistry calculation of a molecular structure, C3H5Br2NO, from the OMol25 dataset.

Results
Lowest unoccupied orbital energy (alpha / beta) ... 0.45 / -4.07 eV
Kohn-Sham gap (alpha / beta) ... 6.19 / 6.11 eV
2S+1 ... 3

The geometry in XYZ format:
```
12
C3H5Br2NO, DFT ωB97M-V/def2-TZVPD
Br 2.9430 -1.1028 0.4566
Br 1.6978 1.7227 -0.4082
O -1.2464 -1.1268 -1.4712
N -2.2781 0.8966 -1.0522
C 1.3088 -0.2374 0.1664
C 0.2876 -0.2203 1.3271
C -1.7044 -0.0915 -1.2948
H -0.6630 -0.0420 0.8631
H 0.5583 0.6007 1.9991
H 0.9750 -0.7609 -0.7618
H -2.1852 1.6641 -1.6944
H 0.3066 -1.3025 1.8704
```

Mulliken atomic charge list, values in e, 5 entries:
1. Br -0.08
2. Br 0.01
3. O -0.38
4. N -0.45
5. C -0.21

Going by the energies, entry P is most stable and the next is 17.9 kJ/mol up.

Entry P
The following is a quantum chemistry calculation of a single CH3NOP2S molecule, from the OMol25 dataset.

Results
Lowest unoccupied orbital energy ... -0.59 eV
Structure (SMILES) ... C1N=POPS1
Kohn-Sham gap ... 8.61 eV

The geometry in XYZ format:
```
9
CH3NOP2S, DFT ωB97M-V/def2-TZVPD
S -0.3146 -1.1141 -1.2284
P -1.1389 0.6839 -1.5677
P 1.2608 1.5868 0.4350
O 0.4810 1.8217 -0.9086
N 0.9349 0.1750 1.0271
C 0.2888 -0.9536 0.7060
H 0.8329 -1.9945 0.6221
H -0.5310 -1.0643 1.3101
H -1.8138 0.8592 -0.3956
```

Mulliken atomic charge list, values in e, 5 entries:
1. S -0.13
2. P 0.28
3. P 0.19
4. O -0.41
5. N -0.22

Entry Q
The following is a quantum chemistry calculation of 2 unconnected molecules or ions with the total composition CH3NOP2S, from the OMol25 dataset.

Results
Lowest unoccupied orbital energy ... -0.60 eV
Kohn-Sham gap ... 8.10 eV

The geometry in XYZ format:
```
9
CH3NOP2S, DFT ωB97M-V/def2-TZVPD
S 0.4559 -1.6044 2.2909
P -0.7950 -0.9275 -0.9298
P -1.6165 -0.8305 1.9469
O -1.7467 -1.1739 0.3814
N 1.1901 -1.5824 0.8738
C 0.8318 -1.1670 -0.2739
H 1.6549 -1.3110 -0.8748
H -1.1368 0.4286 1.7847
H -0.9853 1.0147 -0.9093
```

Mulliken atomic charge list, values in e, 5 entries:
1. S -0.03
2. P -0.02
3. P 0.11
4. O -0.22
5. N -0.38

Going by the energies, entry P is most stable and the next is 167.1 kJ/mol up.